A structure of composition C19H36Cl28NO4S2 at a distorted geometry. Source: the Open Molecules 2025 dataset; level of theory: wB97M-V/def2-TZVPD.

Summary:
Net charge: -1
Energy relative to the best compared isomer or geometry (same formula, charge and spin): 27.22 kJ/mol
Lowest unoccupied orbital energy: 1.5 eV

Element x y z (Å)
C1 2.7057 5.5655 2.0534
C2 2.9435 4.5904 1.4031
C3 2.9036 3.2430 0.8138
C4 2.4508 3.2134 -0.6687
C5 1.5678 4.3945 -1.1449
S1 0.0361 4.6323 -0.1993
O1 -0.1026 3.6670 0.8653
O2 -1.0744 4.5503 -1.1330
N1 0.0037 6.1232 0.5272
S2 0.5229 7.2960 -0.4519
O3 0.1783 7.1068 -1.8500
O4 1.9290 7.6143 -0.2768
H1 2.4237 6.4788 2.5076
H2 3.9549 2.8838 0.8448
H3 2.3047 2.5404 1.3878
H4 3.3660 3.2632 -1.2769
H5 1.9689 2.2744 -0.9492
H6 1.2527 4.1581 -2.1647
H7 2.1888 5.2883 -1.2172
H8 -0.1297 8.4396 -0.0760
C6 7.0847 2.0486 2.1997
Cl1 7.3559 1.3104 0.6148
Cl2 5.4889 2.7915 2.2942
H9 7.1635 1.2806 2.9627
H10 7.8374 2.8135 2.3625
C7 3.3274 -0.4062 4.0211
Cl3 3.3939 0.2356 2.3786
Cl4 4.3639 0.5125 5.1253
H11 2.3049 -0.3513 4.3762
H12 3.6622 -1.4377 4.0076
C8 0.3529 -1.8511 1.0100
Cl5 1.0460 -2.1664 2.6043
Cl6 1.5750 -1.9595 -0.2694
H13 -0.4237 -2.5834 0.8158
H14 -0.0681 -0.8504 1.0045
C9 -1.4467 -3.6182 5.2079
Cl7 -2.2185 -2.8948 3.7953
Cl8 0.0242 -2.7549 5.6837
H15 -2.1395 -3.6028 6.0426
H16 -1.1850 -4.6414 4.9614
C10 -0.0011 0.2469 -2.9130
Cl9 -0.4427 1.7787 -2.1604
Cl10 1.0008 0.4892 -4.3583
H17 0.5551 -0.3507 -2.1980
H18 -0.9041 -0.2648 -3.2009
C11 1.3859 -5.4493 -1.3027
Cl11 0.3640 -5.1935 -2.7228
Cl12 1.2031 -7.0860 -0.6526
H19 2.4213 -5.2997 -1.5878
H20 1.1046 -4.7360 -0.5376
C12 -5.6430 -1.4725 2.8159
Cl13 -5.0160 -1.6437 4.4597
Cl14 -4.3837 -1.6999 1.5949
H21 -6.4159 -2.2169 2.6597
H22 -6.0560 -0.4753 2.7055
C13 1.0751 -10.7500 0.5184
Cl15 0.9755 -10.4260 2.2532
Cl16 1.9987 -12.2204 0.1855
H23 0.0711 -10.8719 0.1282
H24 1.5639 -9.9123 0.0329
C14 8.1618 4.9023 -1.3610
Cl17 9.0669 3.3981 -1.1249
Cl18 6.6080 4.8663 -0.5246
H25 8.7489 5.7261 -0.9707
H26 7.9862 5.0403 -2.4221
C15 -3.4684 2.9014 -3.3724
Cl19 -4.2020 3.0326 -4.9827
Cl20 -3.8131 1.3280 -2.6380
H27 -2.3941 3.0178 -3.4609
H28 -3.8749 3.6786 -2.7392
C16 -5.3122 2.6532 2.7193
Cl21 -4.7651 1.6653 4.0820
Cl22 -4.7039 2.0011 1.1962
H29 -6.3966 2.6467 2.6935
H30 -4.9487 3.6670 2.8466
C17 -7.4585 2.4944 -3.2543
Cl23 -8.4973 3.6901 -4.0438
Cl24 -6.4659 3.2227 -1.9917
H31 -8.0842 1.7293 -2.8080
H32 -6.8030 2.0546 -3.9987
C18 -1.4496 -8.4686 -3.4397
Cl25 -0.6826 -9.5161 -2.2405
Cl26 -1.1653 -9.0473 -5.0854
H33 -2.5177 -8.4509 -3.2541
H34 -1.0368 -7.4708 -3.3418
C19 -3.3811 -2.3341 -2.5525
Cl27 -4.0507 -3.9282 -2.1758
Cl28 -1.7968 -2.1010 -1.8054
H35 -3.2758 -2.2446 -3.6281
H36 -4.0574 -1.5723 -2.1799

Atoms 1-3, force components in eV/Å:
C 0.19 0.41 -0.13
C -0.78 -1.12 0.35
C 1.06 -0.06 -0.92

---

An isolated molecule of C4H9N3O2 at a distorted geometry. Source: the Open Molecules 2025 dataset; level of theory: wB97M-V/def2-TZVPD.

Summary:
SMILES string: N/N=C(\C=C/CO)NO
Energy relative to the best compared isomer or geometry (same formula, charge and spin): 611.51 kJ/mol
Lowest unoccupied orbital energy: 0.3 eV

Element x y z (Å)
N1 1.4235 -1.8931 -0.3442
N2 1.6069 -0.5546 -0.5442
C1 0.9405 0.2007 0.2706
C2 0.0576 -0.3765 1.2622
C3 -1.2578 -0.6692 1.1265
C4 -1.8694 -0.7872 -0.2108
O1 -1.5896 0.3936 -0.9798
N3 1.1918 1.4584 0.2078
O2 -0.0218 2.2970 -0.0182
H1 0.5014 -2.2715 -0.2238
H2 1.8629 -2.3381 -1.2110
H3 0.4848 -0.0908 2.2202
H4 -2.0139 -0.9325 1.7836
H5 -1.5211 -1.7722 -0.9172
H6 -3.0710 -0.9043 -0.3170
H7 -1.5369 0.2165 -1.8861
H8 1.8780 1.5035 -0.6443
H9 -0.4743 1.7840 -0.7466

Atoms 1-3, force components in eV/Å:
N 2.63 -2.48 -2.48
N -1.14 0.97 0.60
C -0.41 -6.10 -1.88

---

A structure of composition C56H50AsMnN3O3S2Si. Source: the Open Molecules 2025 dataset; level of theory: wB97M-V/def2-TZVPD.

Summary:
Multiplicity: 4
Energy relative to the best compared isomer or geometry (same formula, charge and spin): 0.00 kJ/mol
Lowest unoccupied orbital energy (alpha / beta): -1.4 / -0.8 eV

Element x y z (Å)
Mn1 -1.2088 -0.8934 0.3103
S1 -3.7023 -3.8707 2.5426
C1 -2.5960 -3.2910 3.7463
C2 -2.5562 -3.6169 5.0982
C3 -1.5754 -3.0344 5.8742
C4 -0.6422 -2.1614 5.3067
C5 -0.6805 -1.8472 3.9645
C6 -1.6850 -2.4005 3.1721
N1 -1.9080 -2.1847 1.8053
C7 -2.9094 -2.9137 1.3651
C8 -3.2364 -2.8928 -0.0504
C9 -4.2330 -3.6751 -0.6256
C10 -4.4105 -3.6270 -1.9967
C11 -3.6022 -2.7993 -2.7703
C12 -2.6191 -2.0136 -2.1831
C13 -2.4187 -2.0481 -0.8080
H1 -3.2761 -4.3011 5.5273
H2 -1.5272 -3.2571 6.9316
H3 0.1167 -1.7084 5.9305
H4 0.0624 -1.1994 3.5329
H5 -4.8559 -4.3219 -0.0177
H6 -5.1761 -4.2316 -2.4652
H7 -3.7470 -2.7612 -3.8434
H8 -2.0199 -1.3547 -2.7974
C14 2.8997 5.4199 2.3037
C15 2.2888 4.4166 1.3649
C16 3.0649 3.6804 0.4842
C17 2.5105 2.7138 -0.3504
C18 3.4482 1.9383 -1.2463
C19 1.1236 2.4904 -0.3323
As1 0.6345 0.9151 -1.4118
N2 -1.1169 0.4012 -1.0773
C20 -2.3360 0.9962 -1.4378
C21 -3.3750 1.0506 -0.4993
C22 -4.6302 1.5312 -0.8356
C23 -4.8749 2.0081 -2.1155
C24 -3.8467 1.9842 -3.0478
C25 -2.5971 1.4764 -2.7239
C26 0.6315 1.6006 -3.2702
C27 0.9843 0.6501 -4.2406
C28 1.1977 -0.8018 -3.8995
C29 1.1379 1.0327 -5.5702
C30 0.9614 2.3452 -5.9746
C31 1.1539 2.7576 -7.4079
C32 0.5949 3.2733 -5.0099
C33 0.4190 2.9329 -3.6719
C34 -0.0626 4.0221 -2.7515
C35 0.3198 3.2506 0.5319
C36 -1.1770 3.1260 0.6040
C37 0.9198 4.1873 1.3676
H9 3.9848 5.4469 2.2023
H10 2.6602 5.1719 3.3398
H11 2.5156 6.4237 2.1129
H12 4.1386 3.8403 0.4582
H13 4.4713 2.2878 -1.1098
H14 3.1968 2.0543 -2.3036
H15 3.4253 0.8667 -1.0262
H16 -3.1951 0.7530 0.5328
H17 -5.4089 1.5553 -0.0835
H18 -5.8483 2.3991 -2.3799
H19 -4.0180 2.3508 -4.0528
H20 -1.8250 1.4328 -3.4795
H21 0.3538 -1.2150 -3.3472
H22 2.0821 -0.9406 -3.2734
H23 1.3276 -1.3912 -4.8071
H24 1.4006 0.2789 -6.3054
H25 1.2871 1.8902 -8.0539
H26 2.0354 3.3933 -7.5129
H27 0.2973 3.3264 -7.7725
H28 0.4194 4.3025 -5.3074
H29 -0.4332 4.8619 -3.3391
H30 0.7238 4.3895 -2.0922
H31 -0.8765 3.6670 -2.1218
H32 -1.4936 2.0924 0.6521
H33 -1.6565 3.5694 -0.2726
H34 -1.5567 3.6340 1.4896
H35 0.2888 4.7372 2.0592
O1 -0.6970 1.6645 5.6856
S2 -0.4427 2.2956 4.4212
O2 -0.8854 3.6468 4.2231
N3 -0.9829 1.3346 3.1977
C38 0.0169 0.8991 2.4893
O3 -0.0874 0.1273 1.4794
C39 1.3747 1.3393 2.9154
C40 2.5974 1.0336 2.3520
C41 3.7309 1.5844 2.9393
C42 3.6294 2.4126 4.0537
C43 2.3917 2.7146 4.6180
C44 1.2813 2.1588 4.0214
H36 2.6557 0.3929 1.4793
H37 4.7073 1.3713 2.5221
H38 4.5280 2.8315 4.4889
H39 2.3067 3.3584 5.4837
C45 4.3584 -1.9025 1.7921
C46 4.1832 -1.6372 0.4414
C47 2.9544 -1.8811 -0.1584
C48 1.8825 -2.4032 0.5748
C49 2.0781 -2.6513 1.9352
C50 3.3019 -2.4062 2.5394
Si1 0.2992 -2.7075 -0.3711
C51 -0.4047 -4.4196 -0.1311
C52 -0.9488 -5.0689 -1.2427
C53 -1.5171 -6.3286 -1.1279
C54 -1.5525 -6.9630 0.1065
C55 -1.0105 -6.3369 1.2207
C56 -0.4412 -5.0772 1.1004
H40 5.3138 -1.7106 2.2648
H41 5.0020 -1.2405 -0.1464
H42 2.8228 -1.6550 -1.2107
H43 1.2698 -3.0364 2.5449
H44 3.4291 -2.6033 3.5967
H45 0.6263 -2.5364 -1.7956
H46 -0.9412 -4.5781 -2.2101
H47 -1.9364 -6.8131 -2.0009
H48 -1.9981 -7.9455 0.1988
H49 -1.0314 -6.8292 2.1851
H50 -0.0287 -4.6065 1.9864

Atoms 1-3, force components in eV/Å:
Mn -0.31 0.18 -0.07
S -0.01 -0.03 0.02
C -0.03 0.00 0.05

---

A structure of composition C50H56CrN7O. Source: the Open Molecules 2025 dataset; level of theory: wB97M-V/def2-TZVPD.

Summary:
Multiplicity: 2
Lowest unoccupied orbital energy (alpha / beta): -1.2 / -1.2 eV

Element x y z (Å)
Cr1 -0.1387 0.0245 -0.3933
C1 4.9255 0.7560 -3.7383
C2 3.6803 0.2546 -4.4753
C3 2.6680 -0.3549 -3.5538
C4 2.4135 -1.6843 -3.3351
C5 3.0196 -2.8643 -4.0333
C6 2.2335 -3.2808 -5.2800
C7 1.4049 -1.7360 -2.3176
N1 1.0518 -0.4836 -1.9371
C8 1.8017 0.3688 -2.6710
C9 1.6934 1.7800 -2.6397
C10 0.9587 2.5677 -1.8066
C11 0.8987 4.0190 -1.8420
C12 1.5353 4.8902 -2.8768
C13 0.7333 4.9283 -4.1815
C14 0.1149 4.3858 -0.7957
C15 -0.2764 3.1596 -0.1141
C16 -1.0709 3.1743 1.1158
C17 -1.2574 2.0615 1.8405
N2 -0.5821 0.9339 1.3337
C18 -1.9766 -0.6393 2.1808
C19 -1.8796 -1.9756 2.1058
C20 -1.3119 -2.6195 0.9208
N3 -0.5180 -2.0533 0.0077
C21 -0.1142 -3.0671 -0.8373
C22 0.7979 -2.9177 -1.8432
C23 -0.7085 -4.3227 -0.4275
C24 -1.4461 -4.0429 0.6789
C25 -2.3169 -4.9712 1.4684
C26 -3.8068 -4.7297 1.2116
C27 -0.5205 -5.6487 -1.0943
C28 0.6064 -6.4648 -0.4547
C29 -2.2462 0.3323 3.2542
C30 -2.0174 1.6649 3.0340
C31 -2.4275 2.7558 3.9837
C32 -1.3317 3.1027 4.9957
C33 -2.7242 -0.2201 4.5661
C34 -1.5554 -0.7651 5.3984
N4 0.2087 2.0950 -0.7478
C35 -0.2417 5.7696 -0.3436
C36 0.6554 6.2634 0.7943
H1 5.6335 1.2219 -4.4256
H2 5.4302 -0.0712 -3.2364
H3 4.6609 1.4870 -2.9722
H4 3.9760 -0.4873 -5.2202
H5 3.2284 1.0778 -5.0363
H6 3.0876 -3.7088 -3.3437
H7 4.0484 -2.6266 -4.3132
H8 1.2086 -3.5533 -5.0199
H9 2.6973 -4.1338 -5.7777
H10 2.1790 -2.4569 -5.9935
H11 2.2877 2.3055 -3.3800
H12 2.5515 4.5417 -3.0802
H13 1.6374 5.9024 -2.4808
H14 0.6072 3.9253 -4.5921
H15 1.2301 5.5467 -4.9301
H16 -0.2639 5.3353 -4.0067
H17 -1.5224 4.1151 1.4054
H18 -2.1331 -2.6126 2.9452
H19 1.0919 -3.8296 -2.3513
H20 -2.1071 -4.8627 2.5371
H21 -2.0632 -6.0031 1.2178
H22 -4.0907 -3.7116 1.4851
H23 -4.4255 -5.4215 1.7851
H24 -4.0376 -4.8591 0.1530
H25 -0.3148 -5.5025 -2.1562
H26 -1.4557 -6.2107 -1.0451
H27 1.5600 -5.9396 -0.5328
H28 0.7121 -7.4374 -0.9372
H29 0.4118 -6.6290 0.6063
H30 -3.3491 2.4874 4.5010
H31 -2.6616 3.6461 3.3935
H32 -1.1703 2.2803 5.6930
H33 -1.5996 3.9886 5.5734
H34 -0.3850 3.2942 4.4878
H35 -3.4393 -1.0273 4.3806
H36 -3.2582 0.5429 5.1323
H37 -1.0330 -1.5588 4.8627
H38 -1.9097 -1.1643 6.3497
H39 -0.8261 0.0196 5.5993
H40 -1.2877 5.7991 -0.0273
H41 -0.1686 6.4544 -1.1909
H42 0.6264 5.5752 1.6414
H43 0.3470 7.2492 1.1454
H44 1.6929 6.3271 0.4621
C37 -4.2556 0.5948 0.9908
C38 -2.9171 0.5381 0.2959
N5 -1.7083 0.0118 0.9480
N6 0.3030 0.4769 2.4040
C39 1.3899 0.0052 1.8550
O1 1.5745 -0.1702 0.6067
C40 2.4874 -0.3772 2.7919
C41 2.2950 -0.3524 4.1706
C42 3.3277 -0.7107 5.0219
C43 4.5596 -1.0880 4.5004
C44 4.7520 -1.1133 3.1261
C45 3.7161 -0.7614 2.2714
C46 -2.8564 0.5586 -1.0787
C47 -3.9563 0.9474 -1.9271
C48 -3.8472 0.8656 -3.2759
C49 -2.6510 0.4074 -3.8738
C50 -1.6196 0.1023 -3.0354
N7 -1.6841 0.1813 -1.6902
H45 -4.2404 1.0152 1.9889
H46 -4.7359 -0.3909 1.0577
H47 -4.9318 1.2313 0.4227
H48 1.3316 -0.0510 4.5582
H49 3.1743 -0.6936 6.0935
H50 5.3678 -1.3632 5.1666
H51 5.7105 -1.4088 2.7187
H52 3.8399 -0.7826 1.1968
H53 -4.8700 1.3139 -1.4856
H54 -4.6851 1.1625 -3.8963
H55 -2.5360 0.3136 -4.9431
H56 -0.6708 -0.2240 -3.4383

Atoms 1-3, force components in eV/Å:
Cr -0.32 0.17 0.83
C 0.00 -0.02 0.02
C -0.01 -0.04 0.00

---

A structure of composition C57H49Cl2CrF3N6O3S3 at a distorted geometry. Source: the Open Molecules 2025 dataset; level of theory: wB97M-V/def2-TZVPD.

Summary:
Multiplicity: 5
Lowest unoccupied orbital energy (alpha / beta): -0.1 / -0.8 eV

Element x y z (Å)
Cr1 0.5715 1.5642 -0.2551
N1 0.1973 0.6857 1.3978
S1 -0.8786 0.3576 2.3612
N2 -1.0910 -1.2047 2.6653
S2 -1.9988 -2.0971 1.6701
N3 -2.3662 -1.7210 0.2958
S3 -0.5298 -1.4519 -1.1122
N4 -0.2747 0.0182 -1.1443
C1 0.9315 -2.4889 -0.6447
C2 1.1682 -3.6994 -1.2723
C3 2.2459 -4.4747 -0.8788
C4 3.0663 -4.0486 0.1525
C5 2.7975 -2.8545 0.8001
C6 1.7240 -2.0713 0.4084
C7 -0.5702 -1.9744 -2.8774
C8 -1.4326 -2.9938 -3.2329
C9 -1.5147 -3.3852 -4.5574
C10 -0.7315 -2.7502 -5.5075
C11 0.1319 -1.7285 -5.1394
C12 0.2083 -1.3250 -3.8154
C13 -3.5241 -2.4016 2.6174
C14 -4.7112 -2.2541 1.9265
C15 -5.9120 -2.3895 2.5995
C16 -5.9061 -2.6647 3.9573
C17 -4.7085 -2.8297 4.6350
C18 -3.5034 -2.6974 3.9647
C19 -1.1509 -3.6910 1.7579
C20 -0.1807 -3.9378 2.7049
C21 0.4558 -5.1674 2.7106
C22 0.1183 -6.1285 1.7705
C23 -0.8535 -5.8657 0.8173
C24 -1.4893 -4.6375 0.8084
C25 -0.3217 0.9665 3.9686
C26 0.4877 0.1606 4.7520
C27 1.0595 0.6790 5.9018
C28 0.8272 1.9990 6.2588
C29 0.0299 2.8047 5.4599
C30 -0.5384 2.2936 4.3056
C31 -2.6244 0.8574 2.2056
C32 -3.3706 0.9227 3.3679
C33 -4.7486 1.0142 3.2829
C34 -5.3647 0.9975 2.0419
C35 -4.6063 0.9273 0.8860
C36 -3.2226 0.8582 0.9596
H1 0.5331 -4.0403 -2.0739
H2 2.4478 -5.4074 -1.3855
H3 3.9154 -4.6479 0.4484
H4 3.4304 -2.5247 1.6099
H5 1.5020 -1.1346 0.8964
H6 -2.0301 -3.4561 -2.4634
H7 -2.1865 -4.1796 -4.8439
H8 -0.7961 -3.0493 -6.5434
H9 0.7503 -1.2469 -5.8839
H10 0.8549 -0.5220 -3.4900
H11 -4.6540 -2.0235 0.8737
H12 -6.8436 -2.2834 2.0649
H13 -6.8407 -2.7464 4.4919
H14 -4.7151 -3.0658 5.6876
H15 -2.5585 -2.8153 4.4703
H16 0.0551 -3.1662 3.4208
H17 1.1999 -5.3810 3.4626
H18 0.6108 -7.0897 1.7879
H19 -1.1275 -6.6214 0.0969
H20 -2.2536 -4.3903 0.0868
H21 0.6526 -0.8588 4.4376
H22 1.6949 0.0620 6.5184
H23 1.2701 2.3992 7.1596
H24 -0.1400 3.8368 5.7271
H25 -1.1424 2.9211 3.6661
H26 -2.8757 0.8905 4.3284
H27 -5.3452 1.0825 4.1799
H28 -6.4429 1.0374 1.9780
H29 -5.0938 0.9223 -0.0780
H30 -2.6065 0.8008 0.0764
Cl1 -1.6250 7.3098 3.8648
C37 -1.4545 6.0054 2.7397
C38 -2.5847 5.5279 2.0731
C39 -2.4422 4.4900 1.1858
Cl2 -3.8422 3.9293 0.3371
C40 -1.2049 3.8219 0.9278
O1 -1.1609 2.8050 0.1774
C41 -0.0607 4.4028 1.5892
C42 1.2485 3.9288 1.3248
O2 1.5717 2.9570 0.6111
C43 -0.2195 5.4668 2.4965
H31 -3.5568 5.9592 2.2532
H32 2.0681 4.4814 1.8133
H33 0.6530 5.8468 3.0048
F1 9.6122 -0.2645 -2.3019
C44 8.6709 -0.1246 -3.2608
F2 9.0470 0.9635 -3.9676
F3 8.8374 -1.1696 -4.0872
C45 7.2871 0.0032 -2.7092
C46 6.3101 -0.9476 -2.9843
C47 5.0376 -0.7931 -2.4770
C48 4.7161 0.3170 -1.6865
C49 5.7148 1.2639 -1.4131
C50 6.9856 1.1094 -1.9173
C51 3.4074 0.5258 -1.2048
C52 2.2821 0.7726 -0.8164
H34 6.5530 -1.7997 -3.5997
H35 4.2739 -1.5252 -2.6939
H36 5.4690 2.1234 -0.8087
H37 7.7529 1.8409 -1.7115
C53 1.3785 2.3398 -5.3654
N5 1.1614 3.1481 -4.1783
C54 2.3892 3.6420 -3.5761
C55 0.2188 2.7105 -3.2565
O3 0.5367 2.5607 -2.0732
N6 -1.0399 2.5259 -3.7143
C56 -2.0244 1.9587 -2.8140
C57 -1.5681 3.1876 -4.8857
H38 2.2802 1.7296 -5.2458
H39 1.5007 2.9853 -6.2377
H40 0.5372 1.6726 -5.5270
H41 2.9996 4.0844 -4.3615
H42 2.9455 2.8463 -3.0692
H43 2.1306 4.4023 -2.8401
H44 -1.5344 1.2190 -2.1765
H45 -2.8003 1.4712 -3.4014
H46 -2.4715 2.7269 -2.1788
H47 -0.8501 3.9084 -5.2690
H48 -2.4811 3.7161 -4.6052
H49 -1.8161 2.4626 -5.6652

Atoms 1-3, force components in eV/Å:
Cr -1.52 -0.07 -0.75
N -1.13 -0.06 1.49
S 1.13 -0.32 -0.64